(1)
{"formula": "C38H51ClOP4SeSn", "method": "ωB97M-V/def2-TZVPD", "symbols": ["P", "C", "C", "H", "C", "H", "C", "H", "C", "H", "C", "H", "C", "C", "H", "C", "H", "C", "H", "C", "H", "C", "H", "C", "C", "H", "C", "H", "C", "H", "C", "H", "C", "H", "Sn", "C", "C", "H", "C", "O", "H", "C", "H", "C", "Cl", "P", "P", "C", "H", "H", "H", "C", "H", "H", "H", "C", "H", "H", "H", "C", "H", "H", "H", "C", "H", "H", "H", "C", "H", "H", "H", "P", "C", "C", "H", "H", "H", "H", "H", "H", "C", "H", "H", "H", "H", "Se", "C", "C", "C", "C", "C", "C", "H", "H", "H", "H", "H"], "xyz": [[1.492659, 1.134580, -5.600195], [3.072468, 1.498361, -5.011597], [3.908619, 0.827600, -5.946662], [3.480826, 0.006876, -6.522566], [5.193121, 1.297028, -6.162975], [5.794565, 0.831877, -6.943682], [5.674605, 2.362941, -5.381405], [6.687025, 2.725258, -5.574373], [4.884179, 2.951631, -4.380223], [5.307201, 3.770329, -3.783809], [3.574456, 2.515603, -4.166620], [2.949888, 2.948549, -3.385048], [1.034079, -0.554318, -5.564255], [1.720172, -1.664038, -5.007767], [2.485660, -1.516441, -4.245000], [1.412009, -2.948223, -5.462089], [1.950651, -3.823704, -5.075268], [0.442469, -3.126874, -6.460557], [0.243942, -4.121268, -6.867759], [-0.278345, -2.036394, -6.970162], [-1.016155, -2.155668, -7.764789], [-0.034599, -0.764294, -6.473354], [-0.572561, 0.108304, -6.843173], [0.255962, 2.351543, -5.492948], [0.609240, 2.997767, -6.707518], [1.522729, 2.655329, -7.209044], [-0.204743, 3.993034, -7.223612], [0.072107, 4.441210, -8.174597], [-1.348871, 4.375656, -6.496328], [-1.973914, 5.165847, -6.918597], [-1.679791, 3.769713, -5.275745], [-2.578616, 4.106621, -4.738692], [-0.880908, 2.740757, -4.755291], [-1.117772, 2.285754, -3.795584], [0.044319, 0.065400, 0.369502], [-1.675692, -1.199200, -0.531162], [-1.910383, -1.499012, -1.805047], [-2.295675, -1.575667, 0.310445], [-1.056188, -0.860447, -2.943970], [-2.023133, -0.087960, -3.700849], [-1.550785, 0.367979, -4.420174], [0.028982, 0.004102, -2.488672], [-0.744933, -1.706771, -3.585654], [0.566866, 0.516947, -1.383307], [2.179546, 1.484625, 0.808649], [-1.453737, 2.199360, 0.427071], [1.745210, -1.976597, 0.141197], [-0.866208, 3.149299, 1.844668], [0.178160, 3.444290, 1.676947], [-0.919415, 2.557384, 2.768999], [-1.519159, 4.029533, 1.908325], [-1.501716, 3.302896, -0.993744], [-2.189871, 2.917915, -1.757813], [-0.503114, 3.411080, -1.436306], [-1.854855, 4.277353, -0.631131], [-3.147688, 1.681664, 0.767805], [-3.171007, 0.994774, 1.624490], [-3.569853, 1.179440, -0.114124], [-3.715341, 2.594936, 0.991466], [2.545025, -2.143228, 1.755739], [1.792576, -2.348964, 2.530831], [3.072099, -1.213079, 2.004949], [3.259573, -2.973694, 1.673390], [0.924709, -3.558605, -0.183077], [0.540671, -3.578407, -1.212529], [0.085347, -3.698674, 0.510494], [1.663556, -4.360275, -0.045370], [3.085435, -1.859899, -1.065119], [3.447507, -0.825808, -1.124924], [2.738746, -2.181894, -2.055572], [3.894514, -2.518363, -0.721019], [-3.326690, -2.601838, -2.392909], [-3.934392, -3.580890, -1.020538], [-2.634165, -3.645896, -3.681650], [-4.287561, -2.927415, -0.214230], [-3.141269, -4.232038, -0.633180], [-4.768327, -4.207574, -1.362491], [-2.283565, -3.035304, -4.520598], [-3.396739, -4.345189, -4.044062], [-1.786780, -4.213012, -3.278902], [-4.613292, -1.554449, -3.074691], [-4.943954, -0.841723, -2.311083], [-5.464754, -2.162653, -3.402703], [-4.194072, -0.993258, -3.916285], [1.354210, 1.194393, -1.802894], [-0.652055, -0.812155, 2.709823], [0.011331, 0.452951, 3.991174], [-0.919038, 0.932141, 4.938552], [-0.480046, 1.744733, 5.980786], [0.881301, 2.064552, 6.095357], [1.800341, 1.583941, 5.160264], [1.374646, 0.786701, 4.101579], [-1.967015, 0.640009, 4.840921], [-1.203802, 2.118981, 6.698832], [1.219517, 2.688978, 6.920390], [2.861745, 1.822241, 5.244902], [2.069078, 0.429193, 3.339316]], "atomic_forces_ev_per_a": [[-0.4, -1.1, 2.6], [1.1, -0.2, -0.1], [0.4, 0.7, 0.3], [0.3, 0.2, -0.1], [0.1, -0.1, 0.3], [0.0, 0.2, 0.3], [-0.2, -0.3, -0.3], [-0.4, 0.0, 0.2], [0.1, -0.2, 0.1], [-0.3, -0.5, -0.2], [0.0, -0.1, -0.7], [0.1, 0.0, -0.3], [-0.8, -1.1, -0.2], [-0.1, 0.3, -0.4], [-0.1, 0.1, -0.3], [-0.1, 0.1, -0.1], [-0.3, 0.5, -0.1], [-0.1, 0.1, -0.2], [0.1, 0.3, 0.2], [-0.2, -0.1, 0.3], [0.2, -0.2, 0.3], [0.7, -0.3, 0.0], [0.0, -0.3, -0.2], [-0.1, 0.8, -1.0], [-1.0, 0.7, 0.3], [-0.4, 0.5, -0.3], [-0.2, 0.1, 0.3], [-0.3, 0.1, 0.2], [0.4, -0.1, -0.5], [0.1, -0.3, 0.3], [0.2, -0.1, 0.0], [0.6, -0.2, -0.2], [0.2, 0.2, -0.4], [0.1, 0.0, -0.2], [-1.5, -1.5, 5.0], [-0.2, -0.2, 1.1], [-0.3, 0.0, -0.3], [0.0, -0.2, -0.8], [-1.5, -0.9, -0.1], [0.3, 0.1, -0.3], [-0.2, -0.3, 0.3], [0.3, 0.2, 1.3], [0.5, 0.5, 0.1], [1.7, 1.3, -9.9], [-0.1, -0.1, 0.5], [0.6, -1.0, 0.8], [-0.5, 0.5, 0.7], [-0.4, 0.5, -0.1], [-0.3, -0.1, 0.0], [0.0, 0.1, -0.3], [0.3, 0.0, 0.3], [-0.1, 0.4, -0.2], [0.1, 0.1, 0.2], [-0.2, 0.0, 0.2], [0.0, -0.1, -0.3], [-0.4, 0.5, 0.0], [0.1, 0.2, -0.2], [0.1, 0.2, 0.2], [-0.2, -0.4, 0.0], [0.3, -0.5, 0.0], [0.3, 0.0, -0.3], [-0.1, -0.2, -0.1], [0.0, 0.2, 0.3], [0.2, -0.4, 0.0], [0.1, 0.0, 0.3], [0.3, 0.0, -0.1], [-0.3, 0.0, -0.1], [0.3, -0.1, -0.1], [-0.1, -0.2, 0.1], [0.1, 0.1, 0.3], [-0.1, 0.2, -0.3], [1.6, 1.5, 0.5], [-0.1, -0.2, 0.0], [-0.2, -0.3, -0.1], [0.1, -0.1, -0.2], [-0.1, 0.2, -0.1], [0.2, 0.2, 0.1], [-0.1, 0.0, 0.2], [0.2, 0.1, 0.0], [-0.2, 0.1, 0.0], [-0.3, -0.1, -0.1], [0.1, -0.2, -0.1], [0.1, 0.1, 0.1], [-0.1, -0.2, 0.2], [-0.2, -0.1, 1.4], [0.0, 0.3, -0.3], [0.2, 0.3, 0.8], [0.5, -0.2, -0.5], [0.4, 0.0, -0.2], [-0.3, -0.1, -0.1], [-0.1, 0.1, 0.0], [-0.7, -0.3, -0.2], [0.3, 0.2, 0.1], [0.2, 0.0, 0.0], [-0.1, -0.1, -0.2], [-0.3, 0.0, 0.0], [-0.2, 0.1, 0.4]], "mulliken_charge": [0.12, 1.33, -0.61, 0.44, -0.83, 0.43, -0.44, 0.41, -0.61, 0.42, -0.76, 0.46, 0.76, 0.12, 0.59, -0.67, 0.48, -0.61, 0.45, -0.87, 0.48, -0.88, 0.45, 1.08, -0.93, 0.46, -0.74, 0.44, -0.62, 0.40, -0.61, 0.44, 0.92, -0.30, 0.90, -0.94, 0.22, 0.13, 1.38, -0.79, 0.12, 0.00, -0.54, -1.68, -0.46, 1.16, 1.13, -1.08, 0.35, 0.20, 0.53, -1.34, 0.28, 0.27, 0.61, -1.20, 0.28, 0.18, 0.48, -1.25, 0.32, 0.27, 0.54, -1.17, 0.13, 0.31, 0.50, -1.08, 0.31, 0.06, 0.56, 1.31, -1.23, -1.16, 0.40, 0.40, 0.43, 0.25, 0.50, 0.37, -1.26, 0.40, 0.47, 0.33, 0.13, -0.13, 0.24, -0.50, -0.55, -0.45, -0.77, 0.26, 0.35, 0.39, 0.39, 0.39, 0.14], "total_charge": 2, "e_homo_ev": [-11.65, -11.78], "orbital_gap_ev": [4.70, 6.63], "relative_energy_kcal_mol": 152.35}

(2)
{"formula": "C38H52As2ClN3ORuSi", "method": "ωB97M-V/def2-TZVPD", "symbols": ["Ru", "C", "As", "C", "C", "C", "C", "C", "C", "C", "As", "C", "C", "H", "H", "H", "H", "H", "H", "H", "H", "H", "H", "H", "H", "H", "H", "H", "H", "C", "Si", "C", "N", "C", "C", "C", "C", "C", "C", "C", "C", "C", "C", "C", "C", "C", "C", "C", "C", "C", "H", "H", "H", "H", "H", "H", "H", "H", "H", "H", "H", "H", "H", "H", "H", "H", "H", "H", "H", "H", "H", "H", "H", "H", "C", "N", "C", "N", "O", "H", "H", "H", "H", "H", "H", "Cl", "C", "C", "C", "C", "C", "C", "C", "H", "H", "H", "H", "H", "H"], "xyz": [[1.460635, -0.326670, 1.183824], [4.114038, 0.608191, 3.891502], [3.698103, -0.217483, 2.051784], [4.898697, -1.803031, 2.307849], [4.588516, 1.003836, 0.874436], [5.596202, 1.879078, 1.284257], [6.372789, 2.528293, 0.320390], [6.047660, 2.403519, -1.010918], [4.892052, 1.735815, -1.395439], [4.091976, 1.030608, -0.449239], [2.525622, -0.067050, -0.902569], [1.590673, 1.012594, -2.257162], [3.327679, -1.609753, -1.848052], [5.192310, 0.520402, 4.071689], [3.590753, -0.033220, 4.659160], [3.810193, 1.656183, 3.960810], [5.984369, -1.550247, 2.165656], [4.671606, -2.583414, 1.555765], [4.803133, -2.232672, 3.305026], [5.752180, 2.018185, 2.342835], [7.204910, 3.107944, 0.671602], [6.648667, 2.849925, -1.801613], [4.640887, 1.727137, -2.429955], [1.865038, 2.038425, -2.013983], [0.485294, 0.925901, -2.139392], [1.991245, 0.684488, -3.251186], [4.344953, -1.362188, -2.115130], [2.727736, -1.902251, -2.731230], [3.350553, -2.425842, -1.107329], [0.487555, 1.450082, 1.307753], [-1.054418, 0.932948, 2.231249], [-0.903452, -0.974730, 2.561706], [-0.142320, -1.759977, 1.532576], [-0.978778, -2.003878, 0.300904], [-1.365142, -3.420717, 0.031017], [-1.844158, -4.033509, 1.329872], [-0.888583, -3.873386, 2.555733], [0.327825, -3.063151, 2.119583], [-2.772008, 1.199880, 1.526237], [-2.842359, 1.754693, 0.227957], [-4.082264, 2.221043, -0.256001], [-5.210271, 2.091263, 0.501109], [-5.179786, 1.474851, 1.755396], [-3.992784, 0.901855, 2.214712], [-1.237270, 1.743359, 3.903776], [-2.355018, 2.465107, 4.390027], [-2.359939, 2.940196, 5.701090], [-1.295437, 2.709792, 6.532014], [-0.154991, 2.083036, 6.060600], [-0.157893, 1.583154, 4.763797], [1.029801, 2.313573, 1.772775], [0.251144, 1.706448, 0.266961], [-1.887692, -1.388801, 2.811500], [-0.287509, -1.003159, 3.441195], [-0.470053, -1.526479, -0.543990], [-1.893601, -1.396869, 0.451463], [-0.527604, -4.042241, -0.437928], [-2.228328, -3.419958, -0.669919], [-1.902526, -5.135217, 1.132337], [-2.832973, -3.650473, 1.576196], [-0.558324, -4.841657, 2.998418], [-1.374773, -3.298191, 3.376916], [0.818311, -3.588779, 1.305644], [1.102129, -2.865610, 2.881603], [-2.005984, 1.884042, -0.438246], [-4.119935, 2.619658, -1.265097], [-6.167309, 2.484440, 0.093603], [-6.094419, 1.391654, 2.343175], [-4.019799, 0.363675, 3.206340], [-3.195645, 2.650810, 3.742508], [-3.167973, 3.554508, 6.084691], [-1.332808, 3.141889, 7.543236], [0.757112, 1.990434, 6.678985], [0.789422, 1.122085, 4.424278], [-1.461741, 5.069581, -5.063634], [-1.089963, 4.179089, -3.997436], [-1.887146, 3.235024, -3.444593], [-3.152472, 3.063672, -4.023565], [-1.538908, 2.546060, -2.450502], [-0.602472, 5.740153, -5.237387], [-2.337114, 5.669559, -4.801844], [-1.668559, 4.490247, -5.977110], [-0.237394, 4.358944, -3.516916], [-3.315132, 3.219545, -5.013406], [-3.618543, 2.201046, -3.663754], [-3.606651, -6.077973, -6.219579], [-2.585215, -4.859221, -5.635340], [-3.004737, -3.494921, -5.595518], [-2.193918, -2.559900, -4.981841], [-1.044399, -2.959194, -4.270814], [-0.355556, -2.107612, -3.471280], [-0.598079, -4.317837, -4.400749], [-1.339626, -5.249806, -5.062821], [-3.944120, -3.272983, -6.088612], [-2.478163, -1.523866, -5.070113], [0.541958, -2.450425, -2.955432], [-0.658362, -1.065264, -3.396731], [0.286951, -4.609569, -3.835705], [-1.058249, -6.328775, -5.086446]], "atomic_forces_ev_per_a": [[-0.8, -1.1, 1.0], [-0.4, -1.2, -0.3], [1.4, 0.0, 3.1], [0.9, 0.1, -1.1], [-0.8, 0.4, -0.8], [0.0, -0.5, -0.7], [-0.5, -0.2, 1.1], [-0.3, 0.0, -0.8], [-0.7, -0.7, 1.2], [1.8, 0.2, -0.4], [0.8, 0.2, -1.8], [0.3, -0.5, -0.2], [-0.5, -0.1, 0.3], [-0.2, 0.0, -0.1], [0.4, 0.8, -0.8], [-0.1, -0.3, -0.1], [-1.0, 0.1, 0.1], [0.0, 0.4, 0.4], [-0.3, 0.2, 0.0], [0.4, -0.1, 0.0], [0.3, 0.3, -0.2], [0.0, 0.0, 0.3], [-0.3, 0.0, -0.7], [0.0, 0.1, -0.3], [0.9, -0.1, -0.3], [-0.7, 0.6, 0.7], [0.2, 0.0, -0.3], [0.4, 0.2, 0.5], [0.0, 0.2, -0.4], [-0.6, 1.7, 0.3], [-1.2, -0.3, 0.3], [0.3, 0.6, -0.3], [-0.3, -0.7, 0.5], [-0.2, 1.8, -0.2], [0.4, -0.8, -0.5], [0.3, -2.1, 0.5], [0.3, 0.3, 0.6], [-0.2, 0.2, -0.4], [-0.1, -0.6, -1.4], [-1.4, 0.3, 0.9], [1.2, -0.7, -0.5], [-1.5, 0.6, 0.1], [0.2, -0.7, -0.2], [0.4, 0.8, 0.6], [-0.1, 0.1, 0.5], [0.7, -0.3, 0.0], [-0.6, 0.1, -0.7], [0.7, 0.6, 1.1], [0.5, -0.3, 0.2], [1.1, 0.1, 0.4], [-0.5, -0.7, -0.4], [0.0, 0.2, 0.0], [0.1, -0.1, -0.2], [0.2, -0.2, 0.8], [0.0, -0.2, -0.1], [0.3, -0.3, -0.1], [-1.1, 0.9, 0.6], [0.8, 0.0, 0.2], [-0.5, 0.9, 0.3], [-0.1, -0.1, 0.0], [-0.3, 0.6, -0.5], [0.2, -0.7, -0.5], [0.3, -0.1, -0.1], [-0.6, 0.0, -0.1], [0.4, 0.1, 0.2], [-0.1, 0.1, 0.2], [0.7, -0.3, 0.5], [0.2, -0.1, -0.2], [0.3, 0.7, -1.2], [-0.1, 0.1, 0.0], [-0.2, -0.2, -0.2], [0.2, -0.4, -0.5], [-0.7, 0.0, -0.3], [-0.6, 0.1, 0.0], [0.2, 0.2, -0.4], [-0.4, -0.4, 0.2], [-0.1, -1.3, 1.0], [0.0, -1.2, 0.7], [-0.5, 1.3, -1.8], [-0.5, -0.3, -0.1], [0.1, 0.0, -0.1], [0.1, 0.4, 0.1], [0.3, -0.1, 0.4], [0.3, 0.1, 0.4], [0.7, 1.2, -0.5], [-0.5, -0.4, -0.5], [0.9, 1.2, 1.0], [0.7, -1.5, -0.3], [-1.0, -0.5, -0.7], [0.2, -1.1, -0.7], [0.9, 1.2, 0.7], [-0.2, 0.1, 0.5], [-0.8, -0.8, -0.3], [0.1, 0.3, 0.1], [0.0, 0.2, 0.4], [-0.3, 0.2, 0.0], [0.1, -0.2, 0.2], [-0.1, 0.0, -0.3], [-0.2, 1.1, 0.0]], "mulliken_charge": [0.32, -1.50, 0.93, -1.18, 0.27, -0.57, -0.52, -0.72, -0.52, -0.42, 1.06, -1.15, -1.25, 0.49, 0.36, 0.40, 0.37, 0.34, 0.41, 0.40, 0.42, 0.40, 0.47, 0.45, 0.04, 0.51, 0.46, 0.41, 0.32, -0.80, -0.04, -1.34, 0.93, -0.03, -0.26, -0.78, -0.55, -1.08, 0.48, -0.24, -0.64, -0.48, -0.53, -0.26, 0.54, -0.48, -0.69, -0.41, -0.69, -0.17, 0.49, 0.13, 0.51, 0.79, -0.52, 0.12, 0.23, 0.36, 0.34, 0.33, 0.49, 0.16, 0.44, 0.35, 0.34, 0.27, 0.34, 0.42, 0.42, 0.44, 0.39, 0.33, 0.39, 0.06, -0.97, -0.15, 0.42, -0.46, -0.58, 0.31, 0.33, 0.28, 0.26, 0.24, 0.26, -0.20, 0.43, -0.60, -0.57, 1.23, -0.96, -0.43, -0.58, 0.39, 0.45, -0.10, 0.26, 0.33, 0.32], "total_charge": 1, "s2": 8.81, "e_homo_ev": [-9.13, -10.82], "multiplicity": 6, "orbital_gap_ev": [7.37, 7.48]}

| no. | calculated total energy (eV) |
| --- | --- |
| 1 | -163118.095 |
| 2 | -191417.509 |